*P*
Here is an isolated ion of composition C9H11N2S and charge +1 from OMol25. Energies are from ωB97M-V with the def2-TZVPD basis set.

The LUMO energy (alpha / beta) is -3.957 / -3.957 eV. Its charge is +1. The HOMO energy (alpha / beta) is -11.897 / -11.897 eV.

Cartesian coordinates (Å):
C 3.38843 0.81592 0.25045
C 2.48729 1.84313 0.19930
C 2.97688 -0.52645 0.43732
C 1.08638 1.46293 0.07728
C 1.67301 -0.87284 0.23131
C 0.67782 0.16072 -0.10558
C -1.89695 0.20909 0.70554
C -1.16832 -1.16480 -1.16385
C -2.69877 -0.98075 -1.16910
N -0.54807 -0.05465 -0.50061
N -2.94691 -0.27581 0.11264
S -1.43891 1.09956 2.01312
H 4.44748 1.13451 0.55087
H 2.69570 2.88757 -0.01416
H 3.67336 -1.24736 0.67970
H 0.39186 2.18374 0.27799
H 1.56839 -1.93911 0.15137
H -0.86918 -2.09717 -0.57170
H -0.68669 -1.12800 -2.03583
H -3.09631 -0.22454 -1.93381
H -3.21409 -2.01439 -1.22443
H -3.93717 -0.31336 0.40152
H -2.56526 1.04205 2.63065

These are the natural (NBO) partial charges, in e, on atoms 1 to 2: atom 1 (C): -0.1817, atom 2 (C): -0.1988

***

*Q*
Here is an isolated ion of composition C9H11N2S and charge +1 from OMol25. Energies are from ωB97M-V with the def2-TZVPD basis set.

The LUMO energy is -3.477 eV. Its charge is +1. The HOMO energy is -12.136 eV.

Cartesian coordinates (Å):
C -1.53354 2.11945 2.39976
C -0.27410 -0.05301 -0.21946
C -1.33138 -0.44775 -1.02613
C -0.45452 1.49166 1.86497
C -2.42048 0.89243 0.44292
C 1.71327 -1.24659 -1.13949
C 1.13952 -0.35453 -0.33798
C -1.32610 -1.34041 -2.20949
C 0.92019 1.55284 2.44042
N -2.52188 0.11205 -0.61244
N -0.72558 0.76802 0.76146
S -3.06966 1.88532 1.61113
H -1.52478 2.74293 3.27147
H 2.78347 -1.35734 -1.13088
H 1.17127 -1.89144 -1.80287
H 1.76585 0.23741 0.31147
H -2.29376 -1.32307 -2.70424
H -0.56980 -1.02168 -2.92521
H -1.11109 -2.36797 -1.91879
H 0.91547 2.12286 3.36206
H 1.27970 0.54601 2.65029
H 1.60537 2.03112 1.74194
H -3.39216 -0.06081 -1.10251

These are the natural (NBO) partial charges, in e, on atoms 1 to 2: atom 1 (C): -0.4163, atom 2 (C): 0.1016

***

*Q* is preferred energetically. Next in line: 49.4 kcal/mol higher.

***

*P*
Here is C2F6KO6S2 as an isolated structure from OMol25. Energies are from ωB97M-V with the def2-TZVPD basis set.

The LUMO energy is 0.899 eV. Its charge is -1. The HOMO energy is -5.674 eV.

Cartesian coordinates (Å):
K 1.51473 -1.87048 1.77131
C 0.14865 1.96597 2.46266
F 0.71691 0.85412 1.94835
F 0.23812 1.91385 3.79445
F 0.87642 2.99819 2.02653
S -1.65533 2.11542 1.97397
O -2.22595 0.82623 2.39787
O -2.06632 3.22998 2.81401
O -1.67927 2.33058 0.54197
C 0.64024 -2.52417 -2.98790
F 0.14442 -3.64864 -2.46506
F 1.96805 -2.68630 -3.16571
F 0.11579 -2.32980 -4.19765
S 0.32622 -1.02464 -1.89833
O 1.27398 -1.19396 -0.79756
O 0.71209 0.09886 -2.74746
O -1.04876 -1.05523 -1.47142

These are the natural (NBO) partial charges, in e, on atoms 1 to 2: atom 1 (K): 0.9877, atom 2 (C): 0.6825

***

*Q*
Here is C2F6KO6S2 as an isolated structure from OMol25. Energies are from ωB97M-V with the def2-TZVPD basis set.

The LUMO energy is 1.345 eV. Its charge is -1. The HOMO energy is -6.029 eV.

Cartesian coordinates (Å):
K 0.64170 -2.38671 2.56760
C -2.13608 -0.58229 -1.49090
F -2.94145 -0.06833 -0.57291
F -2.88079 -1.07910 -2.49170
F -1.34835 0.34260 -2.01726
S -1.08892 -1.97959 -0.71894
O -2.02107 -3.07898 -0.57225
O 0.06054 -2.21309 -1.59500
O -0.68224 -1.42882 0.59293
C 0.89069 2.16525 0.79424
F -0.29868 1.55161 0.82386
F 0.91595 2.98791 -0.25075
F 0.97076 2.90166 1.92770
S 2.29834 0.89659 0.74920
O 1.95910 -0.04996 1.81428
O 2.17756 0.32022 -0.57391
O 3.48296 1.70102 1.01380

These are the Löwdin partial charges, in e, on atoms 1 to 2: atom 1 (K): 0.9323, atom 2 (C): -0.6675

***

*Q* is preferred energetically. Next in line: 12.8 kcal/mol higher.